No. 1
Density functional theory data (ωB97M-V/def2-TZVPD) for the molecule C2H5BO2 in a non-equilibrium geometry.

Geometry as XYZ:
```
10
Properties=species:S:1:pos:R:3:forces:R:3:mulliken_charge:R:1
C 1.83078 0.04854 0.03464 -4.293 2.993 0.923 -0.521
C 0.75684 -0.77128 0.02344 -0.384 1.882 -0.962 -0.327
B -0.73564 -0.04478 -0.09332 1.160 -1.965 1.703 0.609
O -1.80523 -0.90617 0.04163 3.218 -1.326 0.026 -0.511
O -0.89821 1.30032 -0.06386 4.004 -0.979 -1.179 -0.528
H 2.85213 -0.10002 -0.09965 1.497 -0.674 0.066 0.336
H 1.44607 1.17306 0.24529 1.625 -2.392 -0.774 0.088
H 0.86170 -1.83588 -0.10693 -0.055 -0.288 -0.057 0.322
H -2.60939 -0.52147 -0.11646 -3.256 1.397 -0.507 0.263
H -1.69905 1.65769 0.13524 -3.516 1.352 0.760 0.268
```
Forces are in eV/Å.

Properties
SMILES: C=CB(O)O
E_tot, Eh: -254.5893
Charge: 0
Energy above the lowest of the compared OMol25 structures with the same formula, charge and spin, kJ/mol: 65.8
Multiplicity: 1

No. 2
Density functional theory data (ωB97M-V/def2-TZVPD) for a cluster of 4 separate species, C49H31BF9NO12S in total in a non-equilibrium geometry.

Geometry as XYZ:
```
104
Properties=species:S:1:pos:R:3:forces:R:3:mulliken_charge:R:1
C 3.13444 -4.12128 -0.38079 0.837 -0.425 -0.268 -0.884
B 4.14587 -3.97729 0.88401 -0.578 -2.443 -0.167 0.580
O 4.75636 -5.21331 1.32560 -0.890 2.922 0.116 -0.577
C 4.44510 -2.54154 1.66842 1.110 -2.484 -0.891 0.508
C 3.79143 -2.42224 3.11163 2.673 0.962 1.015 0.705
F 4.72851 -1.68562 3.90956 -1.977 -1.212 -1.322 -0.347
F 3.73246 -3.69646 3.74817 -0.405 2.561 -1.634 -0.338
C 2.43306 -1.59835 3.21502 -0.192 1.456 2.510 0.463
F 2.22776 -1.39624 4.61385 0.530 -0.677 -2.779 -0.339
F 2.55525 -0.28097 2.70262 -0.191 -3.304 0.530 -0.172
C 1.11655 -2.31500 2.67909 -2.329 -0.266 0.621 0.564
F 0.12900 -2.22062 3.70088 2.052 -0.146 -2.199 -0.305
F 1.23657 -3.68000 2.39758 0.506 2.497 0.451 -0.246
C 0.43758 -1.62740 1.39645 -2.433 -0.045 -1.246 0.684
F 1.22298 -1.65174 0.25192 -1.413 0.509 2.742 -0.160
F -0.70092 -2.42672 1.09957 2.401 1.509 0.622 -0.286
F -0.09637 -0.35306 1.68069 1.946 -2.927 -0.799 -0.256
O 4.11942 -1.56551 0.63828 2.086 1.747 1.770 -0.383
S 5.31539 -0.36334 0.76944 1.986 7.859 -0.212 1.271
O 5.81330 0.23567 -0.52332 -1.399 -4.035 2.472 -0.645
O 5.02074 0.83370 1.61302 -0.703 -3.959 -0.896 -0.567
O 6.52430 -1.13947 1.68980 -3.578 -0.805 -1.617 -0.506
C 6.07056 -2.54230 1.58986 2.744 -0.020 -0.061 0.331
N 6.53974 -2.86756 0.19560 0.357 -0.403 1.353 -0.619
O 6.78834 -3.23886 2.60106 -1.453 0.214 -0.671 -0.530
H 3.14291 -3.23340 -1.08670 -0.300 -0.981 1.043 0.276
H 3.53683 -5.01154 -0.99107 -0.822 1.155 0.940 0.282
H 2.07568 -4.37185 -0.00924 1.523 0.432 -0.650 0.216
H 5.11610 -5.11097 2.23135 -0.117 -0.140 -0.602 0.323
H 7.33918 -2.22362 0.03830 -0.851 -0.415 -0.037 0.270
H 6.96504 -3.80356 0.16081 -0.682 0.230 -0.054 0.296
H 7.37897 -3.92167 2.22912 -0.449 0.671 -0.065 0.434
O -4.68569 0.75182 -4.94307 0.210 -0.145 0.056 -0.695
C -3.64312 0.23838 -4.57461 -0.766 0.367 -0.228 0.615
C -3.56408 -0.44644 -3.26386 -0.065 -0.120 0.277 0.402
C -4.69874 -0.52071 -2.45606 -0.039 -0.124 0.209 -0.916
C -4.64470 -1.19595 -1.24204 0.041 0.067 -0.139 -0.441
C -3.45841 -1.79993 -0.83126 0.102 0.069 -0.165 -0.674
C -2.32131 -1.71267 -1.62584 -0.143 -0.058 0.177 -0.589
C -2.36983 -1.03049 -2.84107 -0.244 -0.073 0.217 0.183
C -1.14826 -0.92815 -3.67137 0.799 -0.373 0.334 0.553
O -0.09166 -1.39120 -3.27699 -0.251 0.113 -0.103 -0.720
C -1.23171 -0.26095 -4.99069 0.075 0.137 -0.320 0.124
C -0.09672 -0.18928 -5.79878 0.049 0.072 -0.219 -0.539
C -0.17303 0.40528 -7.05265 -0.090 -0.055 0.165 -0.475
C -1.38197 0.92958 -7.50426 -0.095 -0.048 0.183 -0.481
C -2.51154 0.87259 -6.69579 0.150 0.049 -0.197 -0.502
C -2.43798 0.28163 -5.43418 0.239 0.047 -0.287 0.158
H -5.62708 -0.05682 -2.77287 0.184 0.011 -0.095 0.630
H -5.52997 -1.25680 -0.61684 0.062 -0.016 -0.061 0.521
H -3.42007 -2.33734 0.11035 0.009 0.062 -0.085 0.472
H -1.39944 -2.18052 -1.29827 -0.051 0.127 -0.192 0.628
H 0.84636 -0.60023 -5.45428 -0.197 -0.004 0.103 0.473
H 0.70979 0.45655 -7.68123 -0.080 -0.009 0.069 0.402
H -1.44279 1.38504 -8.48710 -0.005 -0.036 0.100 0.395
H -3.44926 1.28573 -7.05234 0.048 -0.081 0.203 0.461
O 9.36527 3.24974 2.32262 -0.099 0.237 0.107 -0.691
C 8.73926 4.23545 2.67184 0.367 -0.761 -0.328 0.554
C 7.40226 4.51942 2.10165 -0.285 -0.025 -0.189 0.217
C 6.84799 3.63857 1.17291 -0.161 -0.003 -0.100 -0.641
C 5.57762 3.87625 0.66251 0.095 0.067 0.048 -0.387
C 4.85548 4.99247 1.07787 0.208 0.045 0.113 -0.572
C 5.41139 5.88203 1.99010 -0.165 -0.090 -0.144 -0.553
C 6.68864 5.65101 2.49959 -0.189 -0.160 -0.167 0.285
C 7.27922 6.61337 3.45683 -0.551 0.733 0.170 0.604
O 6.67907 7.62942 3.76293 0.179 -0.228 -0.041 -0.676
C 8.60748 6.31938 4.04224 0.324 0.010 0.193 0.174
C 9.15959 7.20007 4.97289 0.202 0.003 0.142 -0.548
C 10.39022 6.91636 5.55289 -0.148 -0.046 -0.122 -0.462
C 11.07348 5.75292 5.20656 -0.149 -0.056 -0.146 -0.447
C 10.53283 4.88036 4.26897 0.162 0.112 0.177 -0.557
C 9.30027 5.16421 3.68022 0.218 0.170 0.287 0.210
H 7.40302 2.76445 0.84965 0.012 0.123 0.149 0.505
H 5.14684 3.18730 -0.05605 0.072 0.020 0.112 0.397
H 3.85864 5.17023 0.68829 0.095 -0.008 0.037 0.407
H 4.84625 6.75256 2.30609 0.211 -0.052 0.051 0.461
H 8.62966 8.10527 5.25000 -0.071 -0.164 -0.138 0.459
H 10.81608 7.60052 6.27937 -0.049 -0.059 -0.070 0.389
H 12.02976 5.52747 5.66692 -0.088 0.013 -0.054 0.395
H 11.07166 3.97750 4.00131 -0.193 0.079 -0.093 0.453
O -12.90275 -0.56029 -1.80450 0.245 -0.126 0.092 -0.668
C -11.86087 -1.07323 -1.43632 -0.781 0.389 -0.281 0.569
C -11.78180 -1.75813 -0.12498 -0.058 -0.142 0.320 0.114
C -12.91659 -1.83279 0.68294 -0.055 -0.102 0.200 -0.548
C -12.86169 -2.50747 1.89675 0.086 0.055 -0.161 -0.454
C -11.67533 -3.11086 2.30778 0.092 0.072 -0.164 -0.484
C -10.53818 -3.02355 1.51349 -0.144 -0.062 0.198 -0.499
C -10.58710 -2.34162 0.29792 -0.252 -0.082 0.229 0.207
C -9.36569 -2.23877 -0.53283 0.788 -0.352 0.283 0.623
O -8.30835 -2.70121 -0.13837 -0.223 0.136 -0.083 -0.683
C -9.44963 -1.57208 -1.85184 0.068 0.131 -0.286 0.276
C -8.31466 -1.50054 -2.65943 0.037 0.089 -0.230 -0.815
C -8.38988 -0.90614 -3.91354 -0.041 -0.062 0.140 -0.495
C -9.59882 -0.38201 -4.36565 -0.111 -0.050 0.197 -0.567
C -10.72886 -0.43907 -3.55748 0.161 0.048 -0.197 -0.582
C -10.65572 -1.02987 -2.29562 0.230 0.039 -0.283 0.293
H -13.84468 -1.36947 0.36547 0.188 -0.017 -0.113 0.460
H -13.74642 -2.56836 2.52173 0.079 0.012 -0.068 0.399
H -11.63695 -3.64798 3.24958 0.008 0.057 -0.087 0.394
H -9.61557 -3.49098 1.84106 -0.034 0.128 -0.175 0.455
H -7.37132 -1.91140 -2.31507 -0.197 -0.036 0.080 0.615
H -7.50630 -0.85476 -4.54185 -0.062 0.018 0.068 0.515
H -9.65922 0.07335 -5.34849 0.003 -0.036 0.102 0.407
H -11.66650 -0.02610 -3.91440 0.046 -0.082 0.205 0.466
```
Forces are in eV/Å.

Properties
SMILES: CB(O)[C@]1(C(F)(F)C(F)(F)C(F)(F)C(F)(F)F)OS(=O)(=O)O[C@@]1(N)O.O=C1c2ccccc2C(=O)c2ccccc21.O=C1c2ccccc2C(=O)c2ccccc21.O=C1c2ccccc2C(=O)c2ccccc21
E_tot, Eh: -4165.3199
Charge: 0
Multiplicity: 1

No. 3
Density functional theory data (ωB97M-V/def2-TZVPD) for a cluster of 7 separate species, C26H72N6O8 in total in a non-equilibrium geometry.

Geometry as XYZ:
```
112
Properties=species:S:1:pos:R:3:forces:R:3:mulliken_charge:R:1
C 0.46715 -0.83189 4.28173 0.444 -0.161 -0.121 -0.634
O -0.19418 -1.05118 5.49987 -0.245 0.013 0.070 -0.461
C -0.06405 -0.03274 6.47248 0.229 -0.585 0.149 -0.673
C 1.35014 0.05192 7.06977 -0.192 0.216 -0.100 0.945
C 1.70337 -1.19809 7.85918 -0.925 -0.400 -0.344 -1.399
N 1.49002 1.21248 7.95203 -0.347 0.608 -0.006 -0.764
H 0.19674 0.12092 3.81208 -0.145 -0.045 -0.001 0.269
H 0.20386 -1.66765 3.63569 -0.176 0.173 -0.135 0.130
H 1.56131 -0.85360 4.37752 -0.045 0.041 0.138 0.407
H -0.38750 0.94135 6.08463 0.117 0.044 -0.145 0.239
H -0.76484 -0.33038 7.25814 -0.012 0.183 0.078 0.324
H 2.05036 0.20447 6.24404 0.097 -0.053 0.061 -0.024
H 2.75670 -1.25770 8.10995 -0.026 0.155 0.337 0.353
H 1.41760 -2.11959 7.34274 0.206 0.194 -0.373 0.310
H 1.02449 -1.21292 8.71937 0.523 0.094 0.385 0.368
H 1.25573 2.06310 7.44159 0.302 -0.093 -0.116 0.263
H 0.77593 1.20790 8.67990 0.163 -0.400 0.063 0.301
C 2.29089 -2.38099 -4.12151 0.489 0.280 -0.437 -0.583
O 2.81035 -1.77678 -5.29939 -0.721 0.508 0.292 -0.330
C 2.24757 -2.32003 -6.47180 0.745 -0.971 -0.160 -0.716
C 2.83294 -1.56865 -7.65778 0.351 0.346 0.228 0.434
C 2.32524 -0.13066 -7.71683 -0.210 -0.127 -0.491 -0.968
N 2.64075 -2.33139 -8.88992 -0.345 0.106 0.079 -0.735
H 1.21141 -2.23356 -4.02719 -0.076 -0.188 -0.120 0.238
H 2.76234 -1.87678 -3.27973 0.098 -0.130 0.040 0.061
H 2.57478 -3.43763 -4.15200 -0.293 -0.091 0.347 0.453
H 2.55210 -3.37960 -6.52441 0.027 0.106 -0.215 0.392
H 1.14757 -2.36229 -6.47876 -0.045 0.546 0.152 0.334
H 3.91305 -1.49943 -7.49339 -0.025 -0.265 0.112 0.258
H 2.49908 0.42285 -6.79521 -0.089 -0.116 0.098 0.137
H 1.25785 -0.15257 -7.96502 -0.004 0.210 0.165 0.084
H 2.83309 0.40667 -8.52195 -0.018 0.007 0.011 0.408
H 3.05277 -1.81801 -9.66201 0.004 -0.081 -0.003 0.284
H 1.64448 -2.38471 -9.09307 0.081 -0.045 -0.059 0.262
C -3.01310 0.09824 3.35920 -0.121 -0.174 0.436 -0.276
O -4.01646 0.86968 3.99628 0.342 0.174 -0.071 -0.438
C -3.68745 1.09310 5.34927 0.115 0.448 -0.107 -0.231
C -4.71177 2.03209 5.96584 -0.168 -0.213 0.667 0.432
C -4.47140 3.50246 5.64977 0.038 -0.662 -0.321 -1.509
N -4.68607 1.80468 7.44074 -0.537 0.198 -0.283 -0.671
H -2.89121 -0.84612 3.90234 -0.002 -0.150 -0.229 0.317
H -2.03229 0.58307 3.38104 -0.077 0.223 -0.130 0.178
H -3.32216 -0.08247 2.33510 0.004 -0.047 -0.020 0.006
H -3.61356 0.14681 5.89580 -0.220 -0.031 0.044 0.357
H -2.70386 1.58243 5.44780 0.070 -0.135 -0.146 -0.114
H -5.69569 1.76104 5.56651 0.055 -0.040 -0.056 0.294
H -4.51406 3.64155 4.56831 -0.032 0.134 0.040 0.353
H -3.47853 3.80394 5.98793 -0.087 0.143 0.166 0.350
H -5.26180 4.07922 6.12750 0.139 0.293 -0.047 0.436
H -5.51577 1.26010 7.66148 0.289 -0.217 0.164 0.251
H -4.85305 2.67985 7.92958 0.182 0.039 -0.119 0.244
C -2.07795 0.68339 -6.61335 -0.339 -0.623 0.059 -0.619
O -1.57790 1.40010 -5.51965 0.260 0.080 -0.177 -0.416
C -0.44917 0.76170 -4.92328 -0.764 0.634 0.404 0.827
C 0.32734 1.75575 -4.07920 1.637 0.554 -0.397 0.372
C 0.84514 2.91608 -4.95342 -1.454 0.048 0.197 -1.508
N 1.51668 1.11534 -3.50314 0.085 -0.505 0.378 -0.590
H -2.84012 1.28036 -7.10904 0.145 0.152 -0.086 0.302
H -2.56483 -0.26000 -6.31626 0.019 0.071 0.215 0.270
H -1.29136 0.37891 -7.31338 0.069 0.331 -0.115 0.174
H -0.82897 -0.04764 -4.28846 0.361 -0.274 -0.128 0.057
H 0.24001 0.41843 -5.70426 -0.111 -0.311 0.038 -0.498
H -0.22637 2.22252 -3.26486 -0.359 -0.453 0.041 0.352
H 1.33074 2.53085 -5.85010 0.270 0.156 0.033 0.218
H 1.45386 3.60732 -4.37803 0.409 -0.263 -0.010 0.426
H -0.03446 3.49847 -5.25428 0.182 -0.102 -0.306 0.345
H 1.25950 0.32953 -2.91080 -0.250 0.270 -0.023 -0.115
H 2.12204 0.71225 -4.21436 -0.115 0.247 -0.211 0.274
C 2.97320 1.30013 2.50730 -0.807 0.256 -0.076 -0.933
O 3.03406 0.24788 1.57325 0.226 0.020 0.353 0.102
C 4.09683 -0.67553 1.83091 -0.772 0.305 -1.208 -0.869
C 5.45243 -0.11048 1.40922 0.584 -0.950 0.374 0.458
C 5.43313 0.27955 -0.06704 -0.870 -0.138 0.435 -1.444
N 6.45242 -1.20123 1.66166 -0.010 0.763 -0.235 -0.713
H 2.82255 0.92419 3.52376 0.339 -0.027 0.108 0.278
H 2.07592 1.87654 2.27268 -0.010 -0.032 -0.096 0.294
H 3.80246 2.00946 2.45966 0.277 -0.231 0.039 0.295
H 4.00728 -1.08749 2.83786 0.451 0.231 0.179 0.303
H 3.87237 -1.48308 1.12517 0.152 -0.204 0.208 0.264
H 5.74821 0.72622 2.04402 -0.174 0.130 -0.034 0.377
H 4.64407 1.00928 -0.25960 0.286 0.262 -0.008 0.354
H 5.10032 -0.60010 -0.62844 0.362 -0.052 -0.135 0.315
H 6.40769 0.62096 -0.40282 -0.007 0.076 -0.112 0.410
H 6.71847 -1.58176 0.75763 -0.087 -0.202 0.096 0.280
H 7.30033 -0.75207 1.99480 -0.010 -0.218 0.108 0.282
C -3.23563 -3.18406 -0.63110 -0.443 -0.040 -0.282 -0.813
O -3.50833 -1.80187 -0.44839 0.072 0.042 -0.181 -0.384
C -3.81352 -1.13836 -1.66910 0.071 0.483 0.031 -0.797
C -3.98727 0.34927 -1.40020 0.030 0.682 0.741 0.708
C -4.29600 1.13538 -2.65382 -0.206 -0.197 -0.842 -1.583
N -2.79649 0.93028 -0.72169 -0.642 -0.867 -0.224 -0.349
H -2.23049 -3.34254 -1.03196 0.088 -0.007 0.203 0.249
H -3.93470 -3.62791 -1.34884 -0.070 0.076 0.056 0.375
H -3.39587 -3.66700 0.32928 0.306 -0.048 0.024 0.253
H -3.02302 -1.29892 -2.41076 0.065 -0.098 -0.009 0.273
H -4.76645 -1.51997 -2.04550 0.042 -0.117 -0.193 0.571
H -4.84635 0.44046 -0.71830 -0.046 -0.104 -0.106 0.322
H -3.48702 1.10995 -3.39100 0.048 -0.305 0.090 0.256
H -4.48539 2.20179 -2.52060 -0.039 -0.081 0.548 0.400
H -5.20112 0.71990 -3.10999 0.108 0.072 -0.123 0.422
H -3.06730 1.86199 -0.42817 0.302 0.086 0.009 0.312
H -2.66926 0.38086 0.12570 0.185 0.387 0.152 -0.284
O -1.21470 -1.10741 1.00050 0.087 -0.163 0.352 -0.198
C 0.03231 -1.47814 0.42656 -0.164 0.214 -0.718 -0.521
C 0.51174 -0.37391 -0.51379 0.331 -0.885 -0.325 0.102
O -0.34119 -0.29501 -1.64709 -0.536 0.048 0.255 0.127
H -1.91871 -1.40269 0.39735 0.086 0.036 0.265 0.195
H 0.78002 -1.71983 1.18490 -0.183 0.272 0.222 0.259
H -0.13355 -2.38290 -0.17257 0.275 0.014 -0.019 0.140
H 1.48195 -0.65705 -0.93727 0.107 0.057 0.294 0.193
H 0.64794 0.57728 0.00523 -0.221 0.044 0.017 0.043
H -1.21840 0.05208 -1.36877 0.442 0.333 -0.110 -0.142
```
Forces are in eV/Å.

Properties
SMILES: COC[C@H](C)N.COC[C@H](C)N.COC[C@H](C)N.COC[C@H](C)N.COC[C@H](C)N.COC[C@H](C)N.OCCO
E_tot, Eh: -1964.1419
Charge: 0
Energy above the lowest of the compared OMol25 structures with the same formula, charge and spin, kJ/mol: 13.1
Multiplicity: 1

Q: What is the formula in the third record?
A: C26H72N6O8

Q: charge of number 2 (C49H31BF9NO12S)?
A: 0

Please write out number 1 again, unchanged.
Density functional theory data (ωB97M-V/def2-TZVPD) for the molecule C2H5BO2 in a non-equilibrium geometry.

Geometry as XYZ:
```
10
Properties=species:S:1:pos:R:3:forces:R:3:mulliken_charge:R:1
C 1.83078 0.04854 0.03464 -4.293 2.993 0.923 -0.521
C 0.75684 -0.77128 0.02344 -0.384 1.882 -0.962 -0.327
B -0.73564 -0.04478 -0.09332 1.160 -1.965 1.703 0.609
O -1.80523 -0.90617 0.04163 3.218 -1.326 0.026 -0.511
O -0.89821 1.30032 -0.06386 4.004 -0.979 -1.179 -0.528
H 2.85213 -0.10002 -0.09965 1.497 -0.674 0.066 0.336
H 1.44607 1.17306 0.24529 1.625 -2.392 -0.774 0.088
H 0.86170 -1.83588 -0.10693 -0.055 -0.288 -0.057 0.322
H -2.60939 -0.52147 -0.11646 -3.256 1.397 -0.507 0.263
H -1.69905 1.65769 0.13524 -3.516 1.352 0.760 0.268
```
Forces are in eV/Å.

Properties
SMILES: C=CB(O)O
E_tot, Eh: -254.5893
Charge: 0
Energy above the lowest of the compared OMol25 structures with the same formula, charge and spin, kJ/mol: 65.8
Multiplicity: 1